(1)
Formula: C33H43BN7STa
Source: the Open Molecules 2025 dataset
Level of theory: ωB97M-V/def2-TZVPD

Calculated values
max |F|: 0.5 eV Å⁻¹
HOMO level: -14.06 eV
total charge: +2
frontier orbital gap: 6.84 eV

Geometry as XYZ:
```
86
C33H43BN7STa (ωB97M-V/def2-TZVPD)
Ta 0.117 -0.422 0.459
C -0.895 2.438 3.528
C 0.326 1.572 3.848
C 1.593 2.027 3.128
C -0.018 0.115 3.710
C -0.274 -0.718 4.788
C -0.671 -1.930 4.250
N -0.654 -1.843 2.925
N -0.252 -0.578 2.558
B -1.098 -2.929 1.913
N 0.054 -3.308 0.953
C 0.607 -4.523 0.864
C 1.316 -4.612 -0.312
C 1.157 -3.376 -0.938
N 0.400 -2.576 -0.160
C 1.602 -3.028 -2.331
C 0.365 -2.933 -3.234
C 2.595 -4.051 -2.878
N -2.203 -2.314 1.048
C -3.467 -2.655 0.818
C -4.011 -1.760 -0.089
C -2.996 -0.860 -0.384
N -1.892 -1.207 0.327
C -3.033 0.296 -1.336
C -3.354 -0.193 -2.752
C -4.036 1.350 -0.864
H -0.668 3.481 3.747
H -1.748 2.145 4.139
H -1.178 2.363 2.479
H 0.518 1.686 4.918
H 1.495 1.989 2.044
H 2.454 1.427 3.418
H 1.798 3.061 3.404
H -0.206 -0.457 5.829
H -0.973 -2.846 4.728
H -1.472 -3.882 2.511
H 0.421 -5.259 1.629
H 1.852 -5.465 -0.682
H 2.106 -2.064 -2.322
H -0.117 -3.909 -3.314
H 0.647 -2.614 -4.237
H -0.375 -2.232 -2.838
H 2.136 -5.033 -2.983
H 3.473 -4.145 -2.237
H 2.931 -3.741 -3.867
H -3.903 -3.510 1.307
H -5.009 -1.770 -0.488
H -2.043 0.764 -1.336
H -4.350 -0.632 -2.794
H -2.646 -0.952 -3.092
H -3.332 0.643 -3.451
H -5.044 0.937 -0.827
H -4.048 2.191 -1.557
H -3.783 1.721 0.130
S 4.690 -0.500 0.600
C 4.174 -1.066 2.128
C 2.815 -1.110 2.239
C 2.145 -0.670 1.066
C 3.067 -0.324 0.083
C 2.641 0.065 -1.245
C 3.478 0.469 -2.281
C 2.927 0.760 -3.514
C 1.549 0.663 -3.692
C 0.774 0.289 -2.619
N 1.304 -0.023 -1.427
H 4.909 -1.330 2.870
H 2.313 -1.433 3.140
H 4.543 0.546 -2.114
H 3.562 1.064 -4.334
H 1.085 0.882 -4.642
H -0.305 0.224 -2.705
C -1.599 4.389 -1.377
C -0.379 4.186 -0.462
C 0.909 4.606 -1.187
C -0.549 4.986 0.838
C -0.282 2.768 -0.141
C -0.190 1.580 0.127
H -1.681 5.446 -1.629
H -2.518 4.084 -0.876
H -1.493 3.824 -2.304
H 0.839 5.660 -1.454
H 1.051 4.030 -2.102
H 1.781 4.471 -0.546
H -0.611 6.046 0.595
H 0.300 4.837 1.504
H -1.461 4.700 1.361
```

Here are the Löwdin charges for atoms 1 to 5, given in e:
1. Ta 1.913
2. C -0.044
3. C -0.344
4. C -0.048
5. C -0.226

---

(2)
Formula: C33H43Br2IrN2O4P
Source: the Open Molecules 2025 dataset
Level of theory: ωB97M-V/def2-TZVPD

Calculated values
max |F|: 6.7 eV Å⁻¹
relative energy (zero: lowest compared OMol25 entry of this formula, charge and spin): 185.8 kJ/mol
HOMO level (spin up / spin down): -13.31 / -13.03 eV
spin multiplicity: 2
total charge: +2
frontier orbital gap (spin up / spin down): 6.31 / 5.07 eV

Geometry as XYZ:
```
86
C33H43Br2IrN2O4P (ωB97M-V/def2-TZVPD)
Ir -0.751 0.461 0.404
O -2.560 3.834 1.700
C -1.506 4.641 2.035
C -1.794 5.911 2.506
C -0.758 6.765 2.844
C 0.566 6.368 2.704
C 0.839 5.094 2.229
C -0.189 4.207 1.911
C 0.195 2.803 1.529
O -0.670 2.259 0.518
N 0.016 1.909 2.686
N -0.097 0.580 2.377
C 0.112 -0.359 3.225
C -0.120 -1.762 2.917
Br -1.183 -2.052 1.347
C 0.260 -2.828 3.636
C 1.121 -2.816 4.822
C 2.169 -1.906 4.982
C 2.937 -1.929 6.133
C 2.667 -2.859 7.130
C 1.647 -3.788 6.964
C 0.886 -3.777 5.808
H -2.218 3.188 1.055
H -2.826 6.221 2.588
H -0.989 7.759 3.202
H 1.371 7.043 2.953
H 1.866 4.768 2.111
H 1.226 2.805 1.159
H 0.470 2.154 3.558
H 0.449 -0.124 4.232
H -0.115 -3.801 3.338
H 2.431 -1.226 4.181
H 3.761 -1.238 6.245
H 3.269 -2.875 8.027
H 1.453 -4.526 7.728
H 0.101 -4.510 5.673
C 4.824 0.187 -4.642
C 3.619 -0.650 -5.068
C 4.071 -2.106 -5.285
C 3.064 -0.084 -6.383
C 2.529 -0.663 -4.010
C 2.746 -0.156 -2.723
C 1.708 -0.195 -1.831
Br 1.904 0.477 -0.074
C 0.435 -0.717 -2.132
O -0.522 -0.680 -1.244
C 0.226 -1.306 -3.412
C 1.280 -1.237 -4.299
C -1.104 -1.971 -3.750
C -2.229 -0.927 -3.741
C -1.391 -3.083 -2.731
C -1.071 -2.610 -5.140
H 5.532 0.235 -5.469
H 5.353 -0.250 -3.795
H 4.548 1.213 -4.392
H 4.880 -2.124 -6.015
H 3.260 -2.725 -5.667
H 4.440 -2.552 -4.362
H 3.861 -0.069 -7.126
H 2.704 0.938 -6.260
H 2.254 -0.687 -6.789
H 3.704 0.260 -2.451
H 1.147 -1.656 -5.285
H -2.337 -0.439 -2.773
H -3.173 -1.419 -3.978
H -2.055 -0.161 -4.496
H -1.542 -2.694 -1.726
H -0.579 -3.811 -2.703
H -2.297 -3.611 -3.028
H -0.935 -1.874 -5.932
H -2.027 -3.101 -5.318
H -0.293 -3.369 -5.231
C -4.646 -1.018 1.064
P -3.908 0.574 1.356
C -3.492 0.713 3.081
C -5.112 1.805 0.946
O -2.662 0.783 0.444
H -5.496 -1.151 1.733
H -3.926 -1.814 1.245
H -4.995 -1.079 0.033
H -4.404 0.809 3.669
H -2.887 1.611 3.226
H -2.945 -0.168 3.416
H -5.988 1.659 1.578
H -5.406 1.702 -0.099
H -4.701 2.798 1.112
```

Here are the Löwdin charges for atoms 1 to 5, given in e:
1. Ir 1.349
2. O 0.032
3. C -0.252
4. C 0.012
5. C -0.044

---

(3)
Formula: C33H43BrN6O5P
Source: the Open Molecules 2025 dataset
Level of theory: ωB97M-V/def2-TZVPD

Calculated values
max |F|: 2.0 eV Å⁻¹
relative energy (zero: lowest compared OMol25 entry of this formula, charge and spin): 0.0 kJ/mol
HOMO level: -9.64 eV
total charge: +1
frontier orbital gap: 4.81 eV

Geometry as XYZ:
```
89
C33H43BrN6O5P (ωB97M-V/def2-TZVPD)
C 5.536 -1.468 -0.195
C 5.077 -2.596 -1.134
O 3.654 -2.706 -1.012
C 3.136 -3.678 -1.799
O 3.791 -4.493 -2.373
C 1.604 -3.659 -1.960
C 1.029 -4.757 -1.046
C -0.441 -4.526 -0.606
C -0.856 -3.082 -0.420
C -2.018 -2.577 -1.050
C -2.905 -3.479 -1.879
O -3.412 -4.414 -1.343
O -3.144 -3.221 -3.170
C -2.376 -1.229 -0.916
C -1.600 -0.365 -0.155
P -1.990 1.431 0.057
C -0.315 2.213 0.157
O -2.572 1.908 -1.417
N -0.522 -0.887 0.464
C -0.149 -2.171 0.362
Br 1.388 -2.627 1.385
H 6.445 -0.986 -0.558
H 4.780 -0.683 -0.105
H 5.751 -1.829 0.811
H 5.584 -3.505 -0.818
H 5.382 -2.324 -2.144
H 1.429 -3.901 -3.006
H 1.284 -2.644 -1.720
H 1.648 -4.935 -0.170
H 1.048 -5.693 -1.606
H -0.584 -5.020 0.362
H -1.144 -5.020 -1.272
H -2.660 -2.442 -3.469
H -3.272 -0.870 -1.409
H 0.344 1.793 -0.614
H 0.130 1.989 1.130
H -0.385 3.288 0.018
H -2.007 1.579 -2.127
H 0.045 -0.266 1.029
N -4.542 -0.492 3.601
C -5.372 0.223 4.420
C -5.056 1.549 4.288
C -3.995 1.641 3.349
C -3.703 0.367 2.941
H -4.551 -1.490 3.500
H -6.114 -0.271 5.024
H -5.533 2.364 4.805
H -3.506 2.540 3.013
H -2.975 -0.003 2.246
N 9.968 1.133 -0.289
C 10.562 0.428 0.722
C 10.403 -0.906 0.454
C 9.688 -1.009 -0.769
C 9.435 0.266 -1.204
H 9.931 2.133 -0.351
H 11.046 0.933 1.540
H 10.761 -1.717 1.065
H 9.395 -1.915 -1.272
H 8.927 0.629 -2.081
N -5.887 2.958 -3.286
C -5.571 1.888 -2.493
C -6.595 0.980 -2.589
C -7.562 1.523 -3.478
C -7.096 2.742 -3.891
H -5.321 3.777 -3.405
H -4.655 1.864 -1.932
H -6.647 0.033 -2.079
H -8.492 1.071 -3.777
H -7.519 3.471 -4.559
N -2.416 3.997 7.345
C -3.513 3.721 6.575
C -4.371 4.784 6.672
C -3.766 5.741 7.531
C -2.561 5.227 7.929
H -1.627 3.391 7.466
H -3.587 2.797 6.029
H -5.327 4.869 6.182
H -4.170 6.695 7.824
H -1.798 5.628 8.574
N 0.619 0.706 -4.446
C 1.002 -0.315 -3.612
C 2.370 -0.330 -3.569
C 2.835 0.725 -4.396
C 1.732 1.345 -4.922
H -0.326 0.947 -4.675
H 0.272 -0.941 -3.123
H 2.972 -1.019 -2.999
H 3.859 0.996 -4.586
H 1.644 2.181 -5.595
```

Here are the Löwdin charges for atoms 1 to 5, given in e:
1. C -0.055
2. C -0.210
3. O -0.065
4. C -0.513
5. O 0.142

---

(4)
Formula: C33H43HgN5P2
Source: the Open Molecules 2025 dataset
Level of theory: ωB97M-V/def2-TZVPD

Calculated values
max |F|: 2.5 eV Å⁻¹
relative energy (zero: lowest compared OMol25 entry of this formula, charge and spin): 264.4 kJ/mol
HOMO level (spin up / spin down): -4.88 / -4.88 eV
total charge: 0
frontier orbital gap (spin up / spin down): 2.17 / 2.18 eV

Geometry as XYZ:
```
84
C33H43HgN5P2 (ωB97M-V/def2-TZVPD)
Hg 0.483 -1.381 2.368
C 2.665 -4.370 -0.425
C 2.534 -3.535 -1.469
C 1.581 -3.608 -2.639
C 0.148 -4.180 -2.415
C -0.509 -3.756 -1.139
C -0.055 -3.843 0.123
C 0.562 -5.055 0.721
C 1.775 -5.544 -0.096
C -0.473 0.621 2.595
H 3.530 -4.285 0.251
H 3.314 -2.783 -1.624
H 2.049 -4.161 -3.481
H 1.490 -2.581 -3.034
H -0.491 -3.869 -3.268
H 0.186 -5.278 -2.516
H -1.585 -3.627 -1.271
H -0.231 -3.027 0.826
H -0.181 -5.864 0.787
H 0.904 -4.799 1.730
H 2.354 -6.278 0.486
H 1.426 -6.083 -0.986
H 0.039 1.249 3.329
H -1.524 0.502 2.832
H -0.404 1.139 1.633
P -1.862 -0.397 0.171
P 1.047 1.222 -0.389
N -2.912 -1.730 0.675
N -3.140 0.587 -0.457
N 2.319 0.118 0.265
N 2.122 2.356 -1.195
C -0.822 -0.831 -1.301
C 0.403 0.053 -1.664
C -3.027 -2.117 2.028
C -3.781 -3.271 2.097
C -4.171 -3.614 0.755
C -3.625 -2.663 -0.095
C -4.029 1.380 0.302
C -4.781 2.152 -0.576
C -4.347 1.835 -1.910
C -3.348 0.888 -1.807
C 2.414 -0.054 1.687
C 3.374 -1.081 1.927
C 3.816 -1.541 0.679
C 3.179 -0.782 -0.311
C 3.304 2.073 -1.891
C 4.021 3.249 -2.057
C 3.257 4.312 -1.472
C 2.091 3.750 -0.981
H -1.461 -0.870 -2.189
H -0.492 -1.883 -1.167
H 1.241 -0.568 -2.034
H 0.129 0.736 -2.482
H -2.594 -1.498 2.804
H -4.028 -3.815 3.000
H -4.775 -4.472 0.476
H -3.729 -2.553 -1.166
H -4.068 1.272 1.377
H -5.545 2.870 -0.313
H -4.736 2.252 -2.829
H -2.793 0.372 -2.571
H 2.264 0.870 2.245
H 3.639 -1.470 2.908
H 4.530 -2.339 0.498
H 3.392 -0.771 -1.375
H 3.520 1.072 -2.220
H 4.984 3.348 -2.531
H 3.547 5.356 -1.409
H 1.223 4.187 -0.505
C -2.140 4.713 -0.353
C -1.186 5.063 0.709
C -0.981 6.372 1.239
C 0.050 6.260 2.190
C 0.440 4.881 2.186
C 1.530 4.306 2.991
N -0.327 4.178 1.301
H -3.167 4.962 -0.050
H -2.099 3.643 -0.589
H -1.928 5.284 -1.270
H -1.540 7.231 0.907
H 0.532 7.010 2.801
H 2.508 4.592 2.574
H 1.498 4.700 4.016
H 1.469 3.212 3.033
```

Here are the Löwdin charges for atoms 1 to 5, given in e:
1. Hg 1.081
2. C -0.104
3. C -0.115
4. C -0.162
5. C -0.176

---

(5)
Formula: C33H43N6O2SiTl
Source: the Open Molecules 2025 dataset
Level of theory: ωB97M-V/def2-TZVPD

Calculated values
max |F|: 0.6 eV Å⁻¹
relative energy (zero: lowest compared OMol25 entry of this formula, charge and spin): 265.7 kJ/mol
HOMO level: -5.70 eV
total charge: 0
frontier orbital gap: 4.99 eV

Geometry as XYZ:
```
86
C33H43N6O2SiTl (ωB97M-V/def2-TZVPD)
Tl -0.024 1.039 -0.599
C -7.636 1.592 -1.539
C -6.181 1.832 -1.223
C -5.775 2.484 -0.108
C -4.390 2.681 0.210
C -4.152 3.282 1.442
N -3.084 3.461 2.204
C -1.770 2.808 2.167
C -1.813 1.363 2.681
C -0.437 0.883 3.130
N -0.537 -0.373 3.862
C 0.339 -1.379 3.920
C 1.309 -1.832 3.050
C 2.259 -2.760 3.607
C 3.273 -3.247 2.868
C 4.330 -4.163 3.430
C 3.359 -2.839 1.494
C 2.465 -2.041 0.853
C 2.814 -1.662 -0.602
N 1.943 0.020 -2.147
C 1.206 0.503 -3.333
C 0.233 -0.374 -4.120
C -1.206 -0.563 -3.613
N -1.724 0.438 -2.676
C -2.947 0.738 -2.808
C -3.831 1.469 -1.878
C -5.170 1.309 -2.080
C -3.376 2.301 -0.769
O -2.212 2.713 -0.694
C 1.339 -1.517 1.621
O 0.382 -0.900 1.105
H -8.281 2.136 -0.851
H -7.877 0.529 -1.461
H -7.874 1.908 -2.556
H -6.517 2.854 0.594
H -5.043 3.694 1.911
H -3.286 3.946 3.063
H -1.102 3.405 2.789
H -1.414 2.847 1.145
H -2.190 0.692 1.904
H -2.511 1.312 3.525
H 0.018 1.629 3.789
H 0.219 0.742 2.279
H -1.184 -0.340 4.632
H 0.252 -1.942 4.847
H 2.166 -3.032 4.656
H 4.070 -4.494 4.437
H 5.294 -3.651 3.480
H 4.458 -5.044 2.798
H 4.193 -3.224 0.913
H 3.567 -0.880 -0.559
H 2.005 0.804 -4.009
H 0.707 1.440 -3.053
H 0.662 -1.369 -4.252
H 0.189 0.091 -5.109
H -1.239 -1.500 -3.068
H -1.873 -0.659 -4.479
H -3.494 0.324 -3.666
H -5.490 0.741 -2.951
C -1.084 -3.427 -1.045
C 0.365 -3.076 -1.327
C 1.287 -4.092 -1.387
C 2.679 -3.920 -1.665
C 3.387 -2.808 -1.396
C 1.718 -1.142 -1.509
N 0.569 -1.773 -1.633
N 2.988 0.901 -1.865
Si 3.341 1.935 -0.596
C 5.190 2.239 -0.686
C 2.987 1.440 1.212
C 2.509 3.649 -0.700
H -1.570 -3.849 -1.929
H -1.628 -2.531 -0.742
H -1.145 -4.164 -0.244
H 0.906 -5.106 -1.331
H 3.201 -4.762 -2.113
H 4.409 -2.709 -1.746
H 5.736 1.293 -0.622
H 5.528 2.886 0.134
H 5.459 2.719 -1.633
H 3.665 0.658 1.577
H 1.963 1.064 1.345
H 3.104 2.314 1.863
H 2.690 4.110 -1.678
H 2.910 4.325 0.069
H 1.424 3.600 -0.553
```

Here are the Löwdin charges for atoms 1 to 5, given in e:
1. Tl 1.104
2. C -0.053
3. C -0.272
4. C -0.011
5. C -0.111